a.
{"formula": "C4H14N", "method": "ωB97M-V with the def2-TZVPD basis set", "spin_multiplicity": 1, "lumo_energy_ev": -3.616, "homo_lumo_gap_ev": 11.68, "charge": 1, "species": ["N", "C", "C", "C", "C", "H", "H", "H", "H", "H", "H", "H", "H", "H", "H", "H", "H", "H", "H"], "coordinates": [[-0.95, -0.71, 0.05], [-1.05, -1.52, -2.25], [-1.28, -0.24, -1.39], [1.86, 1.18, 0.96], [1.23, 1.31, 2.33], [-2.03, -1.72, -2.68], [-0.94, -1.75, 0.01], [2.38, 0.22, 0.79], [-0.70, 0.65, -1.66], [0.48, 2.09, 2.37], [-0.78, -2.49, -1.82], [1.18, 1.19, 0.09], [-2.37, 0.00, -1.36], [0.65, 0.40, 2.68], [-0.01, -0.36, 0.31], [1.97, 1.40, 3.14], [-0.46, -1.31, -3.14], [-1.74, -0.37, 0.66], [2.56, 2.02, 0.93]]}


b.
{"formula": "C4H14N", "method": "ωB97M-V with the def2-TZVPD basis set", "spin_multiplicity": 1, "lumo_energy_ev": -3.964, "homo_lumo_gap_ev": 10.76, "charge": 1, "species": ["N", "C", "C", "C", "C", "H", "H", "H", "H", "H", "H", "H", "H", "H", "H", "H", "H", "H", "H"], "coordinates": [[0.93, -0.27, 1.57], [1.58, 0.79, 0.61], [1.47, -1.65, 1.41], [-1.38, -0.04, -2.00], [-2.30, 1.02, -1.36], [0.92, 1.71, 0.79], [1.79, -1.80, 0.44], [-3.36, 0.97, -1.58], [2.62, 0.94, 0.96], [-1.36, -1.13, -1.59], [-1.52, -0.11, -3.11], [2.41, -1.76, 2.04], [-0.22, -0.18, 1.48], [1.00, 0.22, 2.58], [-2.06, 2.10, -1.51], [1.49, 0.34, -0.36], [-2.29, 0.77, -0.30], [-0.37, 0.41, -1.73], [0.65, -2.32, 1.67]]}


a takes first place; second place is 19.5 kcal/mol up.